(1)
64
Properties=species:S:1:pos:R:3 method="wB97M-V/def2-TZVPD" multiplicity=3 s2=2.0174 charge=0 e_above_lowest_kj_mol=1.8 e_lumo_ev="0.3 / -0.3" fmax_ev_per_a=0.1 total_energy_ev=-114577.311
H 3.2794 -1.2604 2.8955
N -0.5490 -0.9846 1.5861
H -2.2183 4.0891 -1.0351
H 4.5445 -2.0761 -1.1306
C 0.4335 0.0390 5.8215
C -1.7687 2.0037 -0.8482
C -0.7269 2.1452 0.2297
H 2.1927 0.8929 -0.8940
C 0.9964 -1.0437 6.4865
H 0.7784 0.9597 0.9157
Cl 1.7125 -4.4888 -3.0239
C 0.3437 -3.4040 -3.2900
H -4.3947 1.3384 -3.5147
H -0.2258 -3.7672 -4.1360
H 0.6962 -2.3914 -3.4456
Cl -0.7504 -3.3559 -1.8889
C 1.4195 -2.1489 5.7658
H 1.8311 2.5861 -0.5145
C 0.7305 -1.0885 3.7084
H 1.6090 -3.0385 3.8210
H -0.5631 2.3857 -5.8243
H -3.8884 -1.0995 3.3722
I 0.4512 5.2046 -5.0166
H 2.1921 -1.8507 -1.8319
C -3.6610 1.5620 -2.7536
C -3.4109 2.8634 -2.3457
H -3.9494 3.6922 -2.7861
C 2.4683 -1.7599 -0.7912
I -1.1054 -0.5734 -5.2688
H -1.1924 1.9269 1.1944
C 0.9320 3.1150 -2.8779
S -2.7357 -1.9452 0.1168
C 1.7376 -1.3557 1.3900
C 0.8874 1.8657 -2.2858
H 1.8487 -3.0003 6.2783
C 1.4074 1.6508 -0.8955
N -2.0025 0.7525 -1.2466
N 1.4530 -1.5121 0.0580
O 0.2574 -0.4112 -2.3623
C 3.0733 -1.4211 1.8471
C 3.7769 -1.8654 -0.4003
H 0.0962 0.9023 6.3807
N -3.9506 -1.1805 2.3689
C -2.9371 0.5382 -2.1739
H 5.1076 -1.7305 1.3037
C -0.1937 0.9949 -4.2379
C -0.1496 2.2456 -4.8352
H -0.1633 0.8463 3.9282
H -4.6825 -1.7759 2.0217
C 0.2971 0.0138 4.4440
H 1.0998 -1.0255 7.5638
C 0.3180 0.7574 -2.9518
C 0.4150 3.3076 -4.1501
C 4.0824 -1.6791 0.9605
C -2.4535 3.0883 -1.3720
N 0.3480 1.1678 0.0185
H 1.3679 3.9459 -2.3357
Ti -0.5399 -0.8655 -0.5168
C -2.7397 -1.2878 1.7271
C 0.6091 -1.1133 2.2309
H -0.3459 3.1715 0.2569
H -3.0988 -0.4935 -2.4573
N -1.6842 -0.8874 2.3633
C 1.2875 -2.1707 4.3839

=====

(2)
62
Properties=species:S:1:pos:R:3 method="wB97M-V/def2-TZVPD" multiplicity=1 charge=0 e_lumo_ev=-1.2 fmax_ev_per_a=3.6 total_energy_ev=-68494.797
C -1.1907 -0.5353 1.1161
H 1.5624 4.6363 -1.5901
H -5.4971 1.0956 2.9898
H -2.8516 -3.9310 3.3722
C -3.5118 1.0057 2.1542
O 0.8480 -1.1444 2.2120
C -0.4878 -2.9120 1.3271
H 1.4800 6.4244 -3.3420
H -0.7750 2.8960 0.5371
H 5.9438 -1.4625 -0.3729
H -3.8393 0.5583 1.2137
C -4.4456 1.3154 3.1472
C -1.7543 -4.7437 1.0310
H -1.5282 4.1914 -5.4662
H -0.0652 1.1114 1.6550
C 3.8183 -3.0056 0.4446
C 6.3277 -2.4638 -0.6492
N -1.6136 -3.5366 1.7221
C 4.1391 -3.4164 -0.8682
H -0.6700 2.2582 3.5919
H 7.1959 -2.3650 -1.3082
O 1.4922 2.0924 -0.6960
H -0.3442 -5.7404 -0.3445
C 0.8919 4.5414 -2.4391
C 0.8455 5.5469 -3.4081
C -0.2118 -1.4592 1.6078
C -2.1627 1.3154 2.3549
H -2.1518 -0.9533 0.8482
C 1.8669 -4.2290 -1.1716
C 2.5060 -3.1276 0.8915
C -1.1620 1.9351 0.1383
O 5.3565 -3.2006 -1.4318
C 1.5204 -3.6966 0.0821
H -2.3091 2.5614 5.5019
H -3.4373 -2.6238 2.3138
S 0.2276 1.9496 -1.3884
H 6.6071 -3.0205 0.2656
H -4.7406 2.0074 5.1817
C -1.7363 1.9414 3.5256
C 0.0009 5.3880 -4.5221
C -0.8080 3.2893 -3.6404
C 3.1507 -4.0377 -1.6717
H 4.5648 -2.5544 1.0946
C -0.8638 4.2837 -4.6160
O 0.9507 7.2096 -5.5860
C -1.0873 0.9252 1.2728
C -2.6665 2.1625 4.5479
H -2.0435 -2.3383 3.4207
N 0.1854 -3.7979 0.5300
H -2.6511 -5.3363 1.1050
C -4.0254 1.8627 4.3629
H -1.4484 2.4182 -3.7139
N 0.1286 6.2671 -5.6420
H 3.4095 -4.3430 -2.6837
H 2.2433 -2.7645 1.8802
H 1.1166 -4.7532 -1.7707
C -0.6396 -4.9199 0.2961
C 0.0973 3.3960 -2.5849
C -2.5338 -3.0724 2.7584
O -0.5776 6.0492 -6.6540
Cl -2.6287 2.1124 -0.7913
O -0.0174 0.7372 -2.1409

=====

(3)
57
Properties=species:S:1:pos:R:3 method="wB97M-V/def2-TZVPD" multiplicity=5 s2=6.0577 charge=+2 e_above_lowest_kj_mol=12.0 e_lumo_ev="-6.4 / -8.9" fmax_ev_per_a=3.1 total_energy_ev=-62042.786
C -0.1859 -3.2904 5.1023
C -2.2991 3.7475 -2.4548
H -0.0686 5.8037 -0.9643
H 0.7367 -2.0193 -5.4315
H 2.6344 0.1559 -1.2911
H 4.8311 0.6944 -0.1466
C 0.1023 -2.1082 -3.3129
H -3.1310 3.7183 -3.1746
C -1.2669 -3.2723 -1.0926
H -1.8415 -3.6569 -0.2689
S 0.3396 -1.3609 1.6824
H -0.8389 -0.3804 5.4518
C -1.7088 4.9471 -2.0708
H -0.3212 -4.2316 2.0339
N -0.0941 -2.0876 4.3561
H 4.8146 2.1831 1.8793
C 3.8838 1.8200 1.4424
C -1.8011 2.5340 -1.9614
N -0.2772 -3.7384 2.9478
H 0.9059 0.4513 -5.4328
C 0.0824 0.0836 -2.1880
C 1.4919 1.2456 0.1802
H 0.3577 -0.0401 4.2052
H -0.1437 -3.2723 6.1986
H 0.2718 -4.1620 -3.9979
H -0.5219 -5.3590 4.3895
C 1.4854 1.9488 1.4035
C 0.5579 -1.4405 -4.5070
C -0.8142 2.4942 -1.0014
C 0.5053 0.7176 -3.3512
C 2.6849 0.7427 -0.3567
C -0.0803 -2.3922 2.9940
C -0.6144 4.9042 -1.2068
H -4.0763 -0.2787 -0.2459
C -0.3494 -4.2990 4.2471
C -3.0907 0.1996 -0.0415
C 0.0834 -0.7898 4.9810
C -0.2165 3.7101 -0.5942
H 0.5592 2.3218 1.8594
C -0.9940 -1.8803 -1.1654
H 0.8661 -0.7994 5.7784
C -0.0867 -3.4994 -3.2015
H 2.7195 2.7020 2.9965
Os -1.4789 -0.7471 0.3524
H -2.2373 1.5971 -2.3223
C 3.8832 1.0014 0.2992
H -3.1296 1.2610 -0.2752
H -2.0781 5.8932 -2.4644
C 2.6994 2.2142 2.0402
I -2.8970 0.2050 2.4755
H -0.8706 -5.1432 -2.1262
C -0.2569 -1.2943 -2.2241
H 0.8155 1.7657 -3.3039
H 0.6180 3.7105 0.0863
C -0.7293 -4.0462 -2.0878
C 0.6159 -0.0619 -4.5238
P -0.0458 0.8779 -0.5957

=====

(4)
66
Properties=species:S:1:pos:R:3 method="wB97M-V/def2-TZVPD" multiplicity=6 s2=8.8282 charge=+3 e_above_lowest_kj_mol=0.0 e_lumo_ev="-8.2 / -11.9" fmax_ev_per_a=0.8 total_energy_ev=-126933.292
C 0.1189 5.8092 -0.5215
H 0.8362 2.6832 2.3843
N -1.4204 1.9126 -0.0454
C 0.2660 2.5830 4.4469
C 3.8625 0.9736 -0.2619
C 3.9683 -1.3688 -0.9862
H 2.0697 4.9634 -0.2093
N 0.6156 -1.8324 -4.9792
C 0.8391 -2.6853 -0.2056
H -0.7912 2.5009 -4.8194
H -0.9442 -3.1780 1.5602
C -0.7989 -1.1137 2.0918
H -2.8166 4.1570 -0.5398
C -0.1651 0.4570 -5.0689
O 1.7573 7.6126 0.3534
H -0.3816 2.2541 6.4718
N 1.0871 -1.7127 -2.4502
N -1.1138 -1.1235 3.3776
C 0.4881 3.4966 -0.1203
Ir 0.1551 0.4053 -0.2445
O -0.2719 8.3799 -0.7385
C -0.8803 3.2783 -0.2082
H -0.4455 2.5040 -2.3975
C 1.0074 4.7693 -0.2785
C 0.3702 2.0935 3.1595
C 0.3297 -0.6672 -4.3938
H -2.2094 1.8210 -0.6841
C -0.2476 1.6135 -2.9750
H -1.2596 -0.0228 6.0396
C -1.2449 5.6117 -0.6256
H -0.3174 0.4056 -6.1392
C -0.8190 0.5680 5.2471
O 1.5161 7.3646 -2.0196
H -2.2427 -2.1588 0.9544
H 5.7668 1.9151 -0.1942
H 0.7418 -3.7163 -0.5565
C 0.5553 -0.5783 -2.9752
C -1.7469 4.3243 -0.4644
H 7.0561 -0.0902 -0.8358
N -0.1967 0.0339 1.7447
H 1.3020 -2.6883 0.7815
C 5.2310 0.9951 -0.3891
Se 1.2501 -2.9998 -3.8529
H 5.9227 -2.2209 -1.3696
H -1.0333 -2.2581 -0.9216
H 3.3333 -3.2970 -1.5129
C -0.1388 0.8217 2.9153
N -0.4535 -1.9882 -0.1345
H 0.6518 3.5693 4.6673
C 5.3609 -1.3450 -1.0727
C 3.2082 -0.2187 -0.5605
C -0.3206 1.8344 5.4772
N 3.0829 -2.3557 -1.2468
H 3.3219 1.8538 0.0557
N 1.8951 -0.5567 -0.5326
H -1.8194 1.8358 0.8914
H -1.9087 6.4428 -0.8263
N 0.2179 0.5240 -2.2759
C -0.4312 1.6060 -4.3318
C -1.1658 -2.1984 1.1298
C 5.9782 -0.1596 -0.7759
H -1.5822 -1.8751 3.8658
H 1.1582 2.6586 0.0705
S 0.8224 7.4437 -0.7392
C -0.7142 0.0900 3.9513
C 1.7304 -1.8585 -1.1179

=====

(5)
62
Properties=species:S:1:pos:R:3 method="wB97M-V/def2-TZVPD" multiplicity=5 s2=6.0530 charge=+2 e_above_lowest_kj_mol=0.0 e_lumo_ev="-6.9 / -6.7" fmax_ev_per_a=0.2 total_energy_ev=-83942.163
H 1.4630 -1.0497 -5.8904
H 1.5373 4.2949 0.9202
N 2.1017 -0.4197 -2.7831
C 0.7287 2.2808 0.4797
N 0.5863 1.5777 -0.7191
C 2.5599 -0.6721 -4.0179
C -3.2180 -0.3516 -2.5584
H 3.1766 -3.2922 1.3665
C 0.4858 2.6772 2.9007
C 2.3070 -3.3035 0.7252
C 1.4633 -0.8384 -4.8361
H 2.6192 2.4786 2.7231
N 0.7544 -0.3928 -2.7553
C 1.3041 5.0289 6.2988
H -1.1012 4.4633 5.3073
H -1.0378 0.6219 4.0043
C 0.0817 -3.2198 -0.8604
H 3.0954 3.8418 4.7278
H -3.4196 -2.4078 -2.5750
N 1.5282 5.6672 7.2261
C -1.1938 0.2252 3.0150
C -1.9887 -0.8545 2.6643
C -0.6172 0.7308 1.8352
H 2.0470 -1.1617 0.7483
H -4.7818 0.7204 -3.2387
C 1.8043 2.9101 3.2899
N -1.0492 -0.0592 0.7696
H -2.3400 -1.7349 0.6576
H 0.2106 -5.3649 -0.9280
H -2.6161 -4.1215 -2.9093
C -0.2943 4.0149 4.7446
H 3.6163 -0.7061 -4.2269
C -1.8692 -0.9964 1.2862
C -1.8082 -4.3177 -2.2099
C 0.6453 -4.4472 -0.5604
N -4.4323 -0.2108 -3.0767
H 2.6320 -0.1304 -1.9763
C 0.3615 -0.6531 -4.0020
C 1.7807 -4.4864 0.2415
H -1.5847 3.0768 3.3205
S -2.2597 0.9773 -2.1897
H -2.5893 -1.4664 3.3161
N -1.6154 -1.8894 -1.7474
H 1.9542 4.3999 -1.7376
C -1.1735 -3.0877 -1.6495
Mn -0.3103 -0.1582 -1.0112
H 1.0402 2.0816 -2.7274
H -5.0398 -0.9849 -3.2952
H -2.1968 -4.9445 -1.4045
C 0.2023 1.8595 1.6996
C 1.0667 2.3806 -1.6908
H -0.6882 -0.6699 -4.2438
C 1.5348 3.5859 -1.1708
C 2.0756 3.6720 4.4118
C -0.5612 3.2335 3.6352
C 1.6839 -2.1142 0.3765
C 1.3273 3.5259 0.1951
N 0.6090 -2.0748 -0.4046
N -2.7995 -1.6372 -2.3721
H 2.2358 -5.4353 0.4910
H -1.0592 -4.9001 -2.7471
C 1.0250 4.2280 5.1379

=====

(6)
60
Properties=species:S:1:pos:R:3 method="wB97M-V/def2-TZVPD" multiplicity=1 charge=0 smiles="COc1ccc(-n2c(COc3ccc4ccccc4c3)nnc2SCC(=O)NCc2ccco2)cc1" e_above_lowest_kj_mol=142.7 e_lumo_ev=0.5 fmax_ev_per_a=1.3 total_energy_ev=-53373.677
C -2.7909 1.3000 -1.1088
C -2.3537 -2.4210 -1.0698
H -3.2703 -0.5714 2.1756
H 8.6357 0.5357 -0.9916
H -4.3813 -3.0481 -1.1306
H 3.4656 -0.8510 0.0291
H -0.6445 4.2773 1.6321
C -3.9269 3.4365 1.6980
H -0.9602 -0.4561 1.3056
C 6.7373 1.5095 -1.4372
C -2.7238 4.0707 2.0495
O -5.2196 -1.7842 1.1426
H 3.7445 1.4642 0.9470
H 0.5140 3.0508 -0.1686
C 7.6174 0.7457 -0.7366
O 4.0256 -1.3589 3.0925
C 0.3351 -1.1088 -2.1295
C -3.6470 -2.4793 -0.5835
O -1.7330 0.0167 -2.7421
N 1.6341 -1.1176 -2.1945
H -6.4479 -2.1066 -0.5012
C 1.0910 -1.8811 -0.2686
H -4.8847 2.0481 0.3953
C -2.7931 2.2353 -0.0614
H 3.0556 -3.5570 2.2760
C -0.4111 2.5554 -0.4267
N 3.8078 -0.6239 0.9627
C -1.5760 2.8722 0.2984
C -2.9968 -1.0894 1.2712
H 7.2817 -0.3402 1.1862
C -1.5739 3.7946 1.3653
H -2.7165 4.7772 2.8664
N 2.1135 -1.6078 -1.0402
C 4.4502 0.6581 1.1745
H -6.0512 -3.5607 0.4597
C -3.9825 -1.8079 0.5889
C -1.6305 0.9861 -1.7764
H -3.7042 0.7964 -1.3851
H 3.3200 -3.1570 0.5445
C -6.2617 -2.4878 0.5078
H 4.7289 0.6969 2.2313
C -1.7118 -1.0291 0.7852
C -3.9629 2.5416 0.6666
C -1.3887 -1.6933 -0.3940
N -0.0803 -1.5935 -0.9133
S 1.1481 -2.5478 1.3300
C 2.9474 -2.7983 1.5021
H -2.0989 -2.9421 -1.9801
H 0.0405 0.0821 -3.8386
H -7.1446 -2.3224 1.1230
C -0.4282 1.6378 -1.4403
H 0.4823 1.4204 -1.9772
O 5.5479 1.5529 -0.8162
C 5.6548 0.8100 0.3071
H -0.9020 -1.4215 -3.8411
C -0.5549 -0.5947 -3.2111
C 3.6560 -1.5209 1.9490
C 6.9111 0.2868 0.4017
H -4.8251 3.6640 2.2534
H 6.8327 2.0564 -2.3541

=====

(7)
61
Properties=species:S:1:pos:R:3 method="wB97M-V/def2-TZVPD" multiplicity=2 s2=0.7585 charge=0 e_above_lowest_kj_mol=0.0 e_lumo_ev="-0.5 / -0.7" fmax_ev_per_a=0.7 total_energy_ev=-46785.299
H 1.7681 -4.5398 0.2860
Tc -0.0446 -0.6084 0.4246
O -1.9844 -0.0645 0.3224
C 0.7685 -1.8967 2.9294
C -2.2850 0.3954 -0.8593
H 1.4597 -2.9302 -3.0154
O 0.5478 -2.4464 0.1262
C -4.0681 1.7636 0.1922
N 2.5693 0.7771 0.1411
N -0.5590 -0.7283 -1.5903
H 0.3132 5.2648 -2.6907
C 3.4894 4.3618 -1.9341
O 0.3581 1.2174 -0.1422
O -0.9490 -2.8922 4.3358
C -0.4476 -1.2578 -3.9554
C 0.3553 -2.7646 3.9677
O -0.1477 -1.1602 2.3264
C 0.8641 3.5183 -1.5819
C 3.2295 3.1970 -1.2330
H 2.6461 6.0195 -3.0048
H 0.1955 -1.8225 -4.6261
C 1.6242 1.5292 -0.3157
C 2.0288 -4.0952 -0.6723
C -3.4423 1.3137 -0.9653
H -3.7041 1.4225 1.1514
H -0.4348 -0.2014 -4.2209
C 2.6816 -0.9169 1.6652
C 3.0572 -2.6903 3.2908
H 0.8939 -4.2558 5.3586
C 1.1286 -2.9239 -0.9425
C 0.9512 -2.4307 -2.2033
C 2.6227 -3.5653 4.2555
H 3.7402 -0.6716 1.7107
C -5.5971 3.0613 -1.1331
C -0.0099 -1.4354 -2.5354
H 4.0343 2.6062 -0.8174
C -3.9010 1.7409 -2.2097
H -5.6242 2.9873 1.0101
C 1.2673 -3.5891 4.5918
C 1.1309 4.6856 -2.2820
H 3.0665 -3.7578 -0.6213
H -6.4364 3.7418 -1.1989
H -3.4056 1.3836 -3.1022
C 2.1467 -1.8659 2.6093
H -2.1171 -1.3068 3.6388
H 3.3193 -4.2151 4.7669
H 1.9546 -4.8437 -1.4594
H 4.1084 -2.6271 3.0354
H -1.0877 -0.9366 5.0378
H 4.5111 4.6910 -2.0723
C -1.7061 -1.7021 4.5639
C -4.9751 2.6105 -2.2913
C -5.1422 2.6372 0.1065
N 1.9684 -0.2772 0.8069
H -1.4770 -1.5988 -4.0732
C 2.4404 5.1079 -2.4585
H -0.1523 3.1748 -1.4446
H -5.3306 2.9382 -3.2598
N -1.6194 0.0869 -1.9264
C 1.9142 2.7735 -1.0549
H -2.5069 -1.9887 5.2421

=====

(8)
64
Properties=species:S:1:pos:R:3 method="wB97M-V/def2-TZVPD" multiplicity=1 charge=+1 e_above_lowest_kj_mol=161.1 e_lumo_ev=-4.3 fmax_ev_per_a=5.9 total_energy_ev=-52205.664
H 1.9650 -3.4080 3.8181
C 4.2947 1.9812 -3.8986
C -3.1265 0.4208 -0.6623
C 3.8061 3.3777 -3.8977
H 3.4545 -1.2687 2.8270
N 0.1698 -1.6739 2.9942
C -8.6556 2.2845 0.5768
C -7.9944 1.1897 0.1996
O 4.5467 4.3043 -4.1583
C 4.8612 -2.3761 -0.5486
N 0.0582 -0.1366 4.8110
H -2.5652 -0.9971 2.9940
H 3.5317 -3.3750 3.4051
C -6.4949 3.3003 1.4086
H -0.3389 -0.0183 1.3902
O -5.9323 0.0641 0.0552
C -5.8346 2.2054 1.0313
O -2.5644 -1.2703 0.8784
H -0.0612 -2.3335 2.2370
O 4.7240 -1.4772 0.2651
C 5.7806 -3.1525 -2.6835
H -4.7657 2.0996 1.1694
H 3.8230 -0.0652 -3.6112
C 1.5699 2.5826 -3.2842
N 1.4040 -1.2333 3.3640
H -5.9987 4.1429 1.8736
C 5.6321 -2.1715 -1.7927
C -1.5116 2.2460 -0.9332
O -8.5557 4.4216 1.5513
C -2.2464 -0.2184 0.3380
O -1.1977 3.2884 -1.4724
C -0.9720 0.4618 0.6577
C -0.6905 -0.9753 3.9279
H 2.3763 0.1868 4.8254
C 2.3819 3.6014 -3.5679
H 3.9779 -5.6736 -1.0731
C -6.5349 1.0668 0.3989
H -8.4904 0.3470 -0.2654
H 2.3690 -1.7406 1.4345
C 3.4821 0.9630 -3.6144
H 6.0645 -1.1890 -1.9374
O 5.3187 -5.3802 -3.2737
H 0.2982 2.1177 0.2912
C -2.7845 1.5672 -1.2528
H 5.3399 1.8358 -4.1415
C 4.4102 -4.6914 -1.2183
H -2.4863 -1.6907 4.6269
N 2.5846 -3.2973 2.9936
C -0.6307 1.6069 0.0682
C 5.1818 -4.4870 -2.4637
H -9.7243 2.3904 0.4388
H -3.4172 2.0494 -1.9875
C 2.0584 1.1874 -3.2849
H 3.7011 -3.8429 0.5895
H -4.0528 -0.0887 -0.8853
C -7.9557 3.4233 1.2092
C 2.5146 -1.8489 2.5543
H 2.0404 4.6291 -3.5709
O 1.3156 0.2578 -3.0225
H 6.3413 -3.0202 -3.6003
C 4.2622 -3.7101 -0.3281
C 1.4312 -0.2933 4.4235
H 0.5249 2.7271 -3.0414
N -2.0131 -1.2234 3.8443